No. 1
Molecular formula: C7H7F2O2P
Method: DFT, ωB97M-V/def2-TZVPD

Geometry (Å):
C -2.05 -1.38 1.89
C -1.03 -1.11 1.01
C -2.76 -0.32 2.39
C -0.68 0.18 0.65
C -2.44 0.97 2.02
C -1.47 1.26 1.09
C 2.48 1.18 -1.99
O 3.28 0.23 -2.01
O 2.96 2.38 -1.67
F -3.23 1.98 2.45
F -1.13 2.51 0.80
P 0.82 0.59 -0.67
H -2.08 -2.47 1.95
H -0.47 -2.02 0.69
H -3.56 -0.32 3.22
H 4.24 0.56 -1.89
H 2.22 2.84 -1.26
H 0.85 -0.57 -1.26
H -0.01 1.02 -1.67

- E (eV) = -26187.006
- HOMO energy (eV) = -7.82

No. 2
Molecular formula: C7H10O
Method: DFT, ωB97M-V/def2-TZVPD

Geometry (Å):
C -0.78 -0.28 0.02
C -1.16 0.90 0.68
C -0.42 0.95 -0.62
C 0.97 1.33 -0.31
C 1.47 0.03 0.49
C 1.59 -1.10 -0.41
C 0.46 -0.96 0.51
H -2.67 -0.96 0.62
H -0.40 1.42 1.32
H -2.19 1.14 0.60
H -1.09 1.33 -1.35
H 0.88 2.26 0.19
H 1.35 1.30 -1.23
H 2.24 0.09 1.36
H 2.16 -1.86 -0.36
H 1.57 -0.56 -1.54
H 0.36 -1.00 1.66
O -1.87 -1.05 -0.42

- E (eV) = -9461.547
- HOMO energy (eV) = -9.40

No. 3
Molecular formula: C19H22N2O5S
Method: DFT, ωB97M-V/def2-TZVPD

Geometry (Å):
C -4.74 0.13 0.25
H -5.49 0.68 0.81
H -4.69 -0.90 0.61
H -5.01 0.13 -0.80
C -3.38 0.81 0.42
C -3.48 2.27 -0.03
O -4.53 2.85 -0.15
N -2.31 2.90 -0.34
C -0.98 2.51 -0.16
C -0.52 1.99 1.05
C 0.81 1.69 1.22
C 1.71 1.92 0.19
C 1.28 2.46 -1.01
C -0.06 2.76 -1.18
H -0.41 3.19 -2.11
H 2.00 2.66 -1.78
S 3.46 1.62 0.45
O 3.73 1.77 1.85
O 4.17 2.42 -0.50
N 3.78 0.04 0.07
C 3.41 -0.99 1.00
H 3.35 -0.53 1.99
C 2.09 -1.65 0.59
H 1.89 -2.54 1.20
O 2.14 -2.10 -0.74
C 2.38 -1.03 -1.63
H 2.39 -1.47 -2.63
C 3.72 -0.36 -1.32
H 3.88 0.54 -1.92
H 4.53 -1.07 -1.51
H 1.56 -0.30 -1.56
H 1.25 -0.94 0.71
H 4.20 -1.75 1.01
H 1.19 1.31 2.16
H -1.21 1.84 1.87
H -2.45 3.77 -0.85
O -2.38 0.21 -0.39
C -1.92 -1.04 -0.08
C -2.06 -1.67 1.15
C -1.52 -2.94 1.33
C -0.84 -3.57 0.31
C -0.69 -2.94 -0.91
C -1.22 -1.68 -1.11
H -1.12 -1.17 -2.05
H -0.16 -3.43 -1.71
H -0.43 -4.56 0.46
H -1.64 -3.42 2.29
H -2.59 -1.21 1.96
H -3.09 0.80 1.48

- E (eV) = -44112.533
- HOMO energy (eV) = -8.88

No. 4
Molecular formula: C17H21N5O2
Method: DFT, ωB97M-V/def2-TZVPD

Geometry (Å):
O -3.39 -2.14 0.55
C -2.35 -1.59 0.86
N -2.22 -0.65 1.80
H -1.32 -0.22 1.92
C -3.36 0.01 2.40
H -3.20 0.08 3.48
H -4.23 -0.61 2.19
C -3.57 1.42 1.81
C -3.84 1.34 0.33
C -5.05 1.05 -0.13
C -5.39 0.89 -1.58
C -4.28 1.43 -2.48
C -2.93 0.96 -1.96
C -2.67 1.56 -0.59
H -1.77 1.13 -0.15
H -2.50 2.64 -0.68
H -2.13 1.24 -2.65
H -2.94 -0.13 -1.88
H -4.44 1.09 -3.51
H -4.31 2.52 -2.48
H -6.33 1.40 -1.80
H -5.54 -0.17 -1.77
H -5.87 0.89 0.56
H -2.69 2.03 2.00
H -4.42 1.87 2.33
C -1.03 -2.01 0.20
H -1.21 -2.12 -0.88
O -0.02 -1.05 0.45
C 1.22 -1.25 -0.06
C 1.60 -2.34 -0.82
C 2.91 -2.44 -1.28
C 3.84 -1.46 -1.00
C 3.45 -0.36 -0.24
C 2.15 -0.25 0.23
H 1.83 0.59 0.83
N 4.40 0.63 0.05
C 4.28 1.84 0.64
N 5.46 2.40 0.68
N 6.30 1.54 0.12
N 5.70 0.49 -0.26
H 3.37 2.28 1.00
H 4.86 -1.53 -1.35
H 3.20 -3.30 -1.87
H 0.90 -3.13 -1.06
H -0.74 -2.99 0.61

- E (eV) = -29514.214
- HOMO energy (eV) = -8.87

Number 1: frontier orbital gap 8.05 eV. Number 2: frontier orbital gap 9.90 eV. Number 3: frontier orbital gap 9.24 eV. Number 4: frontier orbital gap 9.05 eV.